[1]
C38H33GeN8PbS3Se4 as an isolated structure, computed with wB97M-V/def2-TZVPD.

Element x y z (Å)
1 Pb 0.064 -0.340 0.347
2 N 3.120 0.257 2.686
3 C 3.400 -0.400 1.573
4 N 2.611 -0.468 0.520
5 C 3.218 -1.160 -0.508
6 C 4.446 -1.655 -0.244
7 S 4.913 -1.236 1.366
8 C 2.535 -1.211 -1.803
9 C 3.037 -1.720 -2.950
10 S 1.916 -1.485 -4.241
11 C 0.841 -0.699 -3.136
12 N 1.285 -0.632 -1.913
13 N -0.338 -0.177 -3.542
14 H 2.223 0.718 2.815
15 H 3.782 0.340 3.436
16 H 5.099 -2.210 -0.892
17 H 3.988 -2.190 -3.116
18 H -0.669 -0.405 -4.462
19 H -1.038 0.006 -2.820
20 Se -0.398 3.187 2.219
21 Se 1.033 4.347 3.732
22 Se 3.161 3.482 3.655
23 Se -0.211 0.938 2.746
24 S -2.204 0.393 -0.917
25 C -1.861 2.089 -1.159
26 N -2.714 3.035 -1.276
27 N -3.998 2.734 -1.047
28 C -4.963 3.726 -1.040
29 C -6.277 3.369 -0.734
30 C -7.271 4.330 -0.719
31 C -6.976 5.656 -1.009
32 C -5.666 6.002 -1.311
33 C -4.658 5.053 -1.331
34 N -0.521 2.548 -1.377
35 N 0.344 2.035 -0.655
36 C 1.690 2.436 -0.962
37 C 2.550 2.620 0.106
38 C 3.865 2.977 -0.145
39 C 4.306 3.122 -1.453
40 C 3.431 2.922 -2.515
41 C 2.110 2.584 -2.275
42 H -4.223 1.807 -0.700
43 H -6.510 2.336 -0.504
44 H -8.285 4.039 -0.474
45 H -7.754 6.406 -0.997
46 H -5.418 7.033 -1.529
47 H -3.636 5.322 -1.555
48 H 2.198 2.534 1.127
49 H 4.524 3.150 0.696
50 H 5.333 3.402 -1.648
51 H 3.776 3.037 -3.535
52 H 1.411 2.409 -3.082
53 C -0.268 -2.493 0.351
54 Ge -1.108 -2.876 2.049
55 C -2.848 -2.009 2.375
56 C -3.191 -1.154 3.419
57 C -4.445 -0.558 3.479
58 C -5.384 -0.808 2.491
59 C -5.063 -1.656 1.441
60 C -3.809 -2.243 1.388
61 C 0.268 -2.643 3.429
62 C 0.070 -2.185 4.730
63 C 1.121 -2.114 5.634
64 C 2.389 -2.532 5.260
65 C 2.602 -3.008 3.976
66 C 1.556 -3.046 3.066
67 C -1.517 -4.799 1.989
68 C -0.622 -5.677 1.378
69 C -0.868 -7.042 1.348
70 C -2.020 -7.554 1.929
71 C -2.921 -6.694 2.537
72 C -2.670 -5.328 2.565
73 H -1.050 -2.539 -0.425
74 H -2.470 -0.905 4.184
75 H -4.679 0.115 4.293
76 H -6.358 -0.337 2.534
77 H -5.786 -1.852 0.658
78 H -3.570 -2.895 0.553
79 H -0.914 -1.884 5.061
80 H 0.947 -1.731 6.631
81 H 3.207 -2.483 5.968
82 H 3.590 -3.338 3.675
83 H 1.737 -3.385 2.052
84 H 0.273 -5.282 0.913
85 H -0.161 -7.708 0.868
86 H -2.215 -8.618 1.904
87 H -3.824 -7.086 2.989
88 H -3.384 -4.666 3.040

Results
* LUMO: 0.04842 Eh
* HOMO-LUMO gap: 4.924 eV
* max |F|: 1.209 eV Å⁻¹
* spin multiplicity: 1
* charge: -1
* electronic energy: -14976.00249 hartree
* relative energy (zero: lowest compared OMol25 entry of this formula, charge and spin): 98.1 kcal/mol

[2]
C38H33N4O3PPdS3 as an isolated structure, computed with wB97M-V/def2-TZVPD.

Element x y z (Å)
1 Pd -7.921 -3.901 19.213
2 C -11.918 -2.339 16.685
3 C -11.178 -2.765 17.988
4 C -12.063 -2.469 19.194
5 C -10.726 -4.226 17.846
6 C -11.897 -5.213 17.707
7 O -11.618 -6.210 18.702
8 C -10.522 -5.797 19.376
9 N -10.004 -4.696 19.031
10 C -10.131 -6.732 20.452
11 C -11.025 -7.752 20.764
12 C -10.707 -8.748 21.681
13 C -9.477 -8.727 22.304
14 C -8.580 -7.717 22.005
15 C -8.882 -6.698 21.085
16 P -7.584 -5.400 20.951
17 C -6.026 -6.317 20.919
18 C -5.067 -6.144 21.904
19 C -3.877 -6.850 21.850
20 C -3.681 -7.750 20.809
21 C -4.608 -7.895 19.794
22 C -5.798 -7.166 19.831
23 C -7.670 -4.475 22.528
24 C -8.491 -4.796 23.619
25 C -8.457 -4.023 24.757
26 C -7.599 -2.918 24.807
27 C -6.770 -2.600 23.758
28 C -6.830 -3.367 22.607
29 H -12.397 -1.342 16.807
30 H -12.659 -3.062 16.346
31 H -11.179 -2.266 15.901
32 H -10.266 -2.166 18.043
33 H -13.069 -2.888 19.039
34 H -12.161 -1.394 19.358
35 H -11.654 -2.914 20.099
36 H -10.051 -4.313 16.999
37 H -11.910 -5.687 16.735
38 H -12.877 -4.781 17.933
39 H -11.986 -7.734 20.268
40 H -11.434 -9.524 21.877
41 H -9.199 -9.476 23.046
42 H -7.582 -7.728 22.465
43 H -5.237 -5.465 22.722
44 H -3.121 -6.677 22.591
45 H -2.768 -8.321 20.786
46 H -4.411 -8.573 18.971
47 H -6.527 -7.263 19.042
48 H -9.145 -5.674 23.587
49 H -9.115 -4.256 25.598
50 H -7.602 -2.310 25.692
51 H -6.059 -1.792 23.807
52 H -6.219 -3.140 21.755
53 O -4.682 -1.247 19.274
54 C -5.678 -1.910 19.506
55 O -5.854 -3.180 19.331
56 C -6.884 -1.173 20.110
57 C -6.736 0.131 20.576
58 C -7.791 0.770 21.171
59 C -9.000 0.090 21.271
60 C -9.100 -1.195 20.766
61 N -8.058 -1.827 20.207
62 H -5.766 0.596 20.449
63 H -7.693 1.790 21.531
64 H -9.877 0.581 21.667
65 H -10.043 -1.757 20.848
66 S -8.922 -0.125 15.342
67 C -8.357 -1.678 15.346
68 S -7.384 -2.230 16.691
69 C -7.666 -3.882 16.136
70 N -8.313 -3.958 15.006
71 N -8.574 -2.702 14.500
72 C -9.173 -2.605 13.192
73 C -9.877 -3.695 12.686
74 C -10.430 -3.618 11.404
75 C -10.263 -2.495 10.601
76 C -9.506 -1.446 11.104
77 C -8.956 -1.494 12.374
78 S -7.289 -5.188 17.171
79 H -10.009 -4.579 13.286
80 H -10.949 -4.494 11.026
81 H -10.665 -2.463 9.592
82 H -9.305 -0.587 10.492
83 H -8.349 -0.658 12.711

Results
* LUMO (alpha / beta): -0.01101 / -0.04336 Eh
* HOMO-LUMO gap (alpha / beta): 7.012 / 6.206 eV
* max |F|: 1.021 eV Å⁻¹
* spin multiplicity: 3
* electronic energy: -3576.43171 hartree
* relative energy (zero: lowest compared OMol25 entry of this formula, charge and spin): 0.0 kcal/mol

[3]
A 7-piece molecular cluster, C38H33N7O12 overall, computed with wB97M-V/def2-TZVPD.

Element x y z (Å)
1 O 2.350 2.509 6.434
2 N 1.962 3.579 5.996
3 O 1.711 4.549 6.675
4 C 1.867 3.715 4.538
5 C 1.298 4.852 4.001
6 C 1.104 4.939 2.637
7 C 1.530 3.907 1.809
8 C 2.116 2.787 2.358
9 C 2.258 2.663 3.729
10 H 0.978 5.637 4.677
11 H 0.699 5.837 2.192
12 H 1.417 3.982 0.737
13 H 2.478 1.970 1.742
14 H 2.642 1.743 4.149
15 O -1.304 2.441 5.423
16 N -0.885 1.527 6.110
17 O -1.140 1.358 7.282
18 C -0.068 0.515 5.438
19 C 0.658 -0.382 6.203
20 C 1.344 -1.406 5.578
21 C 1.325 -1.492 4.181
22 C 0.695 -0.505 3.440
23 C -0.056 0.482 4.065
24 H 0.644 -0.283 7.278
25 H 1.884 -2.128 6.174
26 H 1.746 -2.370 3.707
27 H 0.625 -0.594 2.361
28 H -0.535 1.248 3.472
29 O -2.057 5.774 5.349
30 N -1.795 6.390 4.347
31 O -1.194 7.456 4.310
32 C -2.123 5.765 3.070
33 C -1.973 6.477 1.901
34 C -2.243 5.882 0.691
35 C -2.626 4.550 0.636
36 C -2.779 3.849 1.831
37 C -2.523 4.444 3.053
38 H -1.689 7.521 1.949
39 H -2.233 6.506 -0.193
40 H -2.788 4.080 -0.324
41 H -3.045 2.800 1.820
42 H -2.639 3.858 3.954
43 O -1.405 -8.470 -3.221
44 N -1.721 -7.689 -2.346
45 O -2.839 -7.558 -1.898
46 C -0.663 -6.833 -1.788
47 C -0.897 -6.129 -0.622
48 C 0.107 -5.305 -0.136
49 C 1.322 -5.204 -0.812
50 C 1.521 -5.899 -1.990
51 C 0.538 -6.742 -2.464
52 H -1.841 -6.202 -0.101
53 H -0.057 -4.752 0.780
54 H 2.041 -4.480 -0.448
55 H 2.456 -5.789 -2.524
56 H 0.660 -7.328 -3.365
57 O -2.614 -5.854 -4.750
58 N -2.102 -4.789 -4.471
59 O -2.101 -4.286 -3.364
60 C -1.437 -4.051 -5.548
61 C -0.980 -2.772 -5.298
62 C -0.288 -2.108 -6.289
63 C -0.014 -2.738 -7.502
64 C -0.504 -4.012 -7.743
65 C -1.209 -4.686 -6.752
66 H -1.156 -2.292 -4.346
67 H 0.102 -1.119 -6.089
68 H 0.540 -2.179 -8.246
69 H -0.371 -4.547 -8.675
70 H -1.558 -5.701 -6.876
71 O -0.492 2.320 0.156
72 N -0.812 1.165 0.341
73 O -1.470 0.763 1.284
74 C -0.330 0.163 -0.609
75 C -0.873 -1.109 -0.575
76 C -0.381 -2.054 -1.446
77 C 0.644 -1.726 -2.327
78 C 1.192 -0.443 -2.319
79 C 0.705 0.509 -1.455
80 H -1.649 -1.349 0.138
81 H -0.778 -3.059 -1.504
82 H 1.000 -2.443 -3.056
83 H 2.030 -0.268 -2.983
84 H 1.144 1.498 -1.425
85 C 2.947 3.124 -5.825
86 C 2.528 3.265 -4.438
87 N 2.210 3.388 -3.339
88 H 2.418 3.859 -6.429
89 H 2.795 2.110 -6.179
90 H 4.007 3.370 -5.907

Results
* LUMO: -0.03559 Eh
* HOMO-LUMO gap: 8.537 eV
* max |F|: 1.066 eV Å⁻¹
* spin multiplicity: 1
* electronic energy: -2753.46259 hartree
* relative energy (zero: lowest compared OMol25 entry of this formula, charge and spin): 0.0 kcal/mol

[4]
C38H34HfN9O4Se as an isolated structure, computed with wB97M-V/def2-TZVPD.

Element x y z (Å)
1 Hf -1.668 -0.819 -1.799
2 N -4.675 -1.270 1.326
3 C -3.983 -0.792 0.298
4 O -3.237 -1.530 -0.320
5 C -4.096 0.615 -0.164
6 C -3.056 0.925 -1.304
7 H -4.728 -2.300 1.420
8 H -5.294 -0.690 1.824
9 H -4.095 1.301 0.661
10 H -5.133 0.653 -0.565
11 H -2.474 1.843 -1.079
12 H -3.589 1.059 -2.253
13 C 5.503 5.034 8.796
14 O 5.354 3.624 8.605
15 C 4.836 3.197 7.423
16 C 4.333 4.116 6.512
17 C 3.724 3.655 5.356
18 C 3.634 2.286 5.122
19 C 4.211 1.396 6.008
20 C 4.828 1.844 7.183
21 C 2.901 1.790 3.909
22 N 2.900 2.311 2.694
23 C 1.994 1.583 1.965
24 C 1.544 0.524 2.713
25 N 2.095 0.682 3.983
26 C 0.729 -0.475 2.214
27 C 0.430 -1.654 2.894
28 C -0.503 -2.517 2.347
29 C -0.989 -2.295 1.030
30 N -0.606 -1.199 0.366
31 C 0.222 -0.336 0.925
32 C 0.581 0.817 0.080
33 N 0.067 0.900 -1.151
34 C 0.349 2.014 -1.863
35 C 1.253 3.009 -1.442
36 C 1.851 2.834 -0.208
37 C 1.504 1.741 0.590
38 H 6.001 5.196 9.774
39 H 4.576 5.567 8.669
40 H 6.159 5.413 8.097
41 H 4.459 5.229 6.558
42 H 3.456 4.306 4.534
43 H 4.431 0.325 5.756
44 H 5.308 1.122 7.831
45 H 1.874 0.223 4.827
46 H 0.852 -1.804 3.893
47 H -0.728 -3.388 2.882
48 H -1.596 -3.028 0.564
49 H -0.077 2.144 -2.862
50 H 1.418 3.957 -1.868
51 H 2.602 3.536 0.148
52 O -1.762 -3.056 -1.759
53 N -0.701 -3.759 -1.841
54 N 0.354 -3.069 -2.035
55 O 0.338 -1.778 -2.226
56 C 1.633 -3.773 -2.072
57 C 1.994 -4.366 -3.253
58 C 3.191 -5.050 -3.310
59 C 3.944 -5.200 -2.181
60 C 3.582 -4.644 -0.936
61 C 2.417 -3.885 -0.907
62 H 1.335 -4.316 -4.109
63 H 3.629 -5.525 -4.284
64 H 4.931 -5.679 -2.297
65 H 4.205 -4.555 -0.050
66 H 2.177 -3.409 0.007
67 N -3.273 -2.096 -4.202
68 C -4.203 -2.909 -4.639
69 C -5.192 -3.063 -3.656
70 C -4.676 -2.301 -2.604
71 N -3.549 -1.640 -2.963
72 H -2.370 -1.685 -4.619
73 H -4.149 -3.348 -5.629
74 H -6.118 -3.527 -3.681
75 H -5.185 -2.020 -1.695
76 Se -0.909 -0.139 -4.295
77 C -2.337 0.974 -5.081
78 C -2.736 2.113 -4.476
79 C -3.598 2.984 -5.024
80 C -4.133 2.784 -6.297
81 C -3.789 1.551 -6.968
82 C -2.840 0.740 -6.347
83 H -2.320 2.387 -3.476
84 H -3.886 3.837 -4.461
85 H -4.865 3.482 -6.690
86 H -4.132 1.367 -7.971
87 H -2.459 -0.103 -6.872

Results
* LUMO: -0.10678 Eh
* HOMO-LUMO gap: 7.281 eV
* max |F|: 3.706 eV Å⁻¹
* spin multiplicity: 1
* charge: +1
* electronic energy: -4711.55051 hartree
* relative energy (zero: lowest compared OMol25 entry of this formula, charge and spin): 8.1 kcal/mol

[5]
C38H35BrF4N3O11P2STeTi as an isolated structure, computed with wB97M-V/def2-TZVPD.

Element x y z (Å)
1 Ti 1.377 0.744 -0.197
2 O 1.361 4.193 1.084
3 S 0.579 3.093 0.658
4 O -0.853 3.191 0.688
5 O 0.997 1.759 1.372
6 O 1.009 2.583 -0.763
7 F 3.126 -0.822 6.973
8 C 2.291 -0.776 5.953
9 C 0.928 -0.740 6.167
10 F 0.455 -0.745 7.402
11 C 0.063 -0.696 5.086
12 F -1.233 -0.641 5.387
13 C 0.500 -0.701 3.766
14 P -0.618 -0.511 2.317
15 C -1.751 -1.938 2.256
16 C -2.508 -2.450 3.313
17 C -3.373 -3.512 3.102
18 C -3.509 -4.073 1.838
19 C -2.779 -3.563 0.776
20 C -1.909 -2.504 0.994
21 C -1.683 0.846 2.911
22 C -1.131 1.921 3.608
23 C -1.923 2.991 3.989
24 C -3.272 3.008 3.663
25 C -3.825 1.952 2.955
26 C -3.034 0.876 2.577
27 C 1.887 -0.716 3.592
28 Br 2.756 -0.699 1.907
29 C 2.772 -0.759 4.654
30 F 4.086 -0.784 4.467
31 H -2.439 -2.017 4.298
32 H -3.955 -3.896 3.929
33 H -4.189 -4.901 1.683
34 H -2.888 -3.987 -0.215
35 H -1.334 -2.105 0.166
36 H -0.074 1.937 3.846
37 H -1.483 3.815 4.536
38 H -3.890 3.846 3.958
39 H -4.875 1.961 2.694
40 H -3.483 0.054 2.033
41 C -2.336 -0.443 -2.085
42 Te -1.435 0.840 -0.634
43 C -2.363 2.298 -1.867
44 C -3.693 1.617 -2.086
45 C -4.888 2.314 -2.181
46 C -6.078 1.619 -2.357
47 C -6.076 0.232 -2.416
48 C -4.883 -0.471 -2.317
49 C -3.690 0.219 -2.166
50 H -2.382 -1.490 -1.796
51 H -1.794 -0.327 -3.023
52 H -1.793 2.433 -2.786
53 H -2.432 3.229 -1.314
54 H -4.892 3.395 -2.115
55 H -7.010 2.162 -2.436
56 H -7.008 -0.304 -2.537
57 H -4.882 -1.554 -2.362
58 O 5.873 5.055 -4.441
59 N 4.833 4.574 -4.831
60 O 4.326 4.745 -5.918
61 C 4.133 3.657 -3.907
62 C 2.911 3.137 -4.281
63 C 2.321 2.193 -3.463
64 C 2.960 1.727 -2.304
65 O 2.573 0.656 -1.631
66 C 4.056 2.480 -1.867
67 C 4.690 3.403 -2.669
68 N 4.478 2.367 -0.458
69 O 5.544 2.829 -0.155
70 O 3.693 1.865 0.346
71 N 0.910 1.856 -3.735
72 O 0.306 2.601 -4.467
73 O 0.413 0.899 -3.162
74 H 2.421 3.476 -5.181
75 H 5.573 3.927 -2.333
76 C 0.911 -3.432 -3.476
77 C 0.719 -2.085 -2.777
78 P 1.520 -1.901 -1.140
79 C 1.068 -3.501 -0.343
80 C 1.325 -3.697 1.147
81 C 3.278 -2.182 -1.635
82 C 4.393 -1.839 -0.654
83 H 0.479 -3.380 -4.476
84 H 0.411 -4.244 -2.950
85 H 1.962 -3.696 -3.593
86 H -0.344 -1.885 -2.647
87 H 1.105 -1.275 -3.393
88 H 1.618 -4.260 -0.902
89 H 0.009 -3.661 -0.559
90 H 2.388 -3.651 1.385
91 H 0.960 -4.679 1.450
92 H 0.806 -2.957 1.754
93 H 3.410 -1.617 -2.559
94 H 3.345 -3.241 -1.891
95 H 4.387 -0.784 -0.377
96 H 5.360 -2.046 -1.111
97 H 4.334 -2.436 0.256

Results
* LUMO: -0.15927 Eh
* HOMO-LUMO gap: 6.808 eV
* max |F|: 0.884 eV Å⁻¹
* spin multiplicity: 1
* charge: +1
* electronic energy: -7632.39378 hartree
* relative energy (zero: lowest compared OMol25 entry of this formula, charge and spin): 26.9 kcal/mol